# 1
A molecular structure, C42H35N4OsP2 in a non-equilibrium geometry. Source: the OMol25 dataset; level of theory: ωB97M-V/def2-TZVPD.

Its spin multiplicity is 5. For the total energy, the calculation gives -71097.505 eV. The HOMO energy (alpha / beta) is -16.785 / -16.811 eV. The lowest unoccupied orbital energy (alpha / beta) comes out at -8.558 / -11.071 eV. Its HOMO-LUMO gap (alpha / beta) is 8.2276 / 5.7394 eV. As for the expectation value of S²: 6.02. Its net charge is +3.

```
84
Properties=species:S:1:pos:R:3:lowdin_spin:R:1
Os 0.68993 -0.77379 0.42453 2.447
C 4.66563 1.83191 0.79183 0.002
C 5.54343 -0.18309 0.66373 0.002
C 4.87103 -1.47459 0.90193 0.010
C 3.53223 -1.59719 0.85543 0.000
N 2.71613 -0.44739 0.59333 0.043
C 3.13563 1.68161 0.74563 0.009
C 2.81783 -2.86599 1.03343 0.015
C 3.45763 -4.04329 1.42973 0.001
C 2.73443 -5.21639 1.53893 0.007
C 1.37083 -5.19639 1.26813 0.004
C 0.79783 -3.99619 0.88333 0.012
N 1.49523 -2.86639 0.76183 0.079
H 5.04913 2.84131 0.69033 0.000
H 6.59193 -0.33599 0.39913 0.000
H 5.50663 -2.32579 1.08623 0.001
H 2.57413 2.59581 0.58973 0.000
H 4.50793 -4.03859 1.66633 0.000
H 3.23083 -6.12989 1.83063 0.000
H 0.76683 -6.08619 1.36113 0.000
H -0.25887 -3.93829 0.65073 0.001
N -2.43847 0.68881 -0.29157 0.151
P -1.81107 2.24981 -0.00737 0.431
C -3.30437 3.22561 0.32723 0.070
C -4.08847 3.62121 -0.75877 0.019
C -5.25357 4.32251 -0.50737 0.006
C -5.60947 4.66681 0.78793 0.009
C -4.81767 4.28351 1.86133 0.000
C -3.65737 3.56441 1.63013 0.012
C -1.07787 2.83001 -1.56267 0.100
C -0.95947 2.03111 -2.69807 0.041
C -0.44817 2.58251 -3.85887 0.010
C -0.01127 3.90201 -3.88087 0.066
C -0.10807 4.68941 -2.74017 0.000
C -0.61847 4.15221 -1.57367 0.051
P -1.58557 -0.80829 -0.17447 0.072
C -1.57707 -1.48999 -1.86367 0.011
C -0.31637 -1.65359 -2.44437 0.031
C -0.18447 -2.24849 -3.68327 0.004
C -1.31907 -2.68549 -4.35447 0.003
C -2.57427 -2.51059 -3.79217 0.002
C -2.71267 -1.91669 -2.54877 0.001
C -2.76857 -1.84449 0.72893 0.014
C -3.45667 -1.32889 1.82823 0.004
C -4.32427 -2.13949 2.53753 0.000
C -4.48707 -3.46999 2.17683 0.003
C -3.79047 -3.98979 1.09483 0.001
C -2.92197 -3.18759 0.37753 0.002
H -3.44057 0.61281 -0.11437 0.003
H -3.80217 3.36191 -1.76837 0.000
H -5.88407 4.60201 -1.33997 0.001
H -6.50107 5.24921 0.96253 0.000
H -5.09127 4.55971 2.86813 0.000
H -3.02247 3.28541 2.45883 0.003
H -1.31477 1.01121 -2.68737 0.002
H -0.39197 1.98331 -4.75417 0.000
H 0.41603 4.31481 -4.78287 0.003
H 0.22583 5.71531 -2.76057 -0.001
H -0.68487 4.76031 -0.68247 0.001
H 0.58123 -1.29769 -1.89997 0.018
H 0.79103 -2.37819 -4.12467 0.000
H -1.21957 -3.16029 -5.31767 0.000
H -3.45227 -2.84989 -4.31767 0.000
H -3.69227 -1.80409 -2.10787 0.000
H -3.31237 -0.29889 2.12413 0.000
H -4.87317 -1.73759 3.37433 0.000
H -5.15257 -4.10189 2.74473 0.000
H -3.93087 -5.02019 0.80643 0.000
H -2.38877 -3.59469 -0.47187 0.000
C 1.01813 0.72591 1.82963 0.087
C 2.52643 0.64181 1.71023 0.041
C 3.27483 0.58671 -0.31717 0.021
C 4.80613 0.75931 -0.30277 0.004
C 5.39423 0.90871 1.80743 0.001
C 4.60183 0.51691 3.01263 0.004
C 3.27993 0.38991 2.96573 0.004
C 6.70263 1.39801 2.18043 0.000
N 7.75063 1.74701 2.45923 0.000
H 0.64493 1.73811 1.65873 0.039
H 0.64573 0.35471 2.79443 0.012
H 2.79453 0.60701 -1.30017 0.007
H 5.27423 0.94831 -1.26237 0.000
H 5.14433 0.35971 3.93433 0.000
H 2.70803 0.13351 3.84483 0.000
```

---

# 2
A molecular structure, C36H23AuF13NO6PS. Source: the OMol25 dataset; level of theory: ωB97M-V/def2-TZVPD.

For the total energy, the calculation gives -110630.863 eV. The HOMO energy is -5.599 eV. The lowest unoccupied orbital energy comes out at 2.076 eV. The value obtained for the relative energy (zero: lowest compared OMol25 entry of this formula, charge and spin) is 0.0 kcal per mole. Its HOMO-LUMO gap is 7.6744 eV. Its net charge is -1.

```
82
Properties=species:S:1:pos:R:3:mulliken_charge:R:1
Au 1.18497 -1.09087 -2.27558 0.521
C -0.12948 -6.20615 3.66113 -1.444
C -1.22475 -5.17110 3.43816 -0.300
C -1.82601 -4.63905 4.73011 -0.963
C -0.79039 -3.85629 5.52523 -1.293
C -0.15008 -2.79744 4.66149 1.204
C 0.42218 -1.67261 5.21545 -0.914
C 0.98716 -0.70141 4.39830 0.154
F 1.54122 0.38198 4.99016 -0.383
C 0.98619 -0.80662 3.04040 -0.934
C 0.40549 -1.93596 2.45438 0.888
C 0.36886 -2.01431 0.96894 0.846
O 0.85201 -1.07651 0.33609 -0.609
C -0.23508 -3.20873 0.41824 -0.253
C -0.71484 -4.13439 1.29256 -0.385
N -0.71620 -4.04053 2.64139 0.260
C -0.14951 -2.92865 3.25899 -0.641
C -0.46149 -3.56742 -1.05566 0.209
O -0.74357 -4.74551 -1.28588 -0.770
O -0.41175 -2.62892 -1.92062 -0.666
H -0.50490 -7.03686 4.26458 0.391
H 0.73053 -5.76666 4.17087 0.355
H 0.21782 -6.60195 2.70503 0.403
H -2.01884 -5.61766 2.84226 0.521
H -2.22052 -5.47363 5.31133 0.453
H -2.66281 -3.98317 4.48015 0.287
H -0.02577 -4.53312 5.91675 0.387
H -1.25491 -3.38230 6.38993 0.444
H 0.42761 -1.53105 6.29087 0.527
H 1.40947 -0.03939 2.40252 0.718
H -1.14936 -5.03450 0.87398 0.589
F 4.19578 0.38644 -6.06656 -0.247
C 3.82124 0.62493 -4.80838 0.663
F 2.58686 1.15300 -4.84854 -0.235
F 4.63661 1.55154 -4.30103 -0.258
S 3.85694 -0.89646 -3.80830 1.225
O 5.17114 -1.42726 -4.05646 -0.639
O 2.72866 -1.66228 -4.31717 -0.735
O 3.62386 -0.38909 -2.45331 -0.689
F -2.39831 4.37788 -7.38336 -0.258
C -2.43106 4.92567 -6.15544 0.861
F -1.74987 6.08295 -6.23781 -0.270
F -3.70949 5.23800 -5.90150 -0.288
C -1.84290 4.01202 -5.12101 0.343
C -2.64096 3.37290 -4.19179 -1.022
C -2.06626 2.52142 -3.25048 -0.137
C -0.69531 2.30313 -3.23951 -0.173
C 0.09428 2.94014 -4.20288 -0.093
C -0.47034 3.79477 -5.12923 -1.212
P 0.15123 1.16108 -2.07453 1.562
C 1.23993 2.32823 -1.15679 0.187
C 2.37152 1.80575 -0.52994 -0.491
C 3.18424 2.61974 0.24269 -1.436
C 2.88356 3.96699 0.38362 0.427
C 1.77489 4.50621 -0.24754 -1.153
C 0.95863 3.68546 -1.01502 0.385
C 3.76681 4.81677 1.25055 0.848
F 5.06679 4.64492 0.96290 -0.272
F 3.50333 6.12601 1.12485 -0.296
F 3.62359 4.51470 2.55380 -0.260
C -1.14210 0.81751 -0.79896 0.351
C -1.18472 1.46911 0.43079 0.139
C -2.06853 1.06470 1.42199 -1.187
C -2.92619 0.00473 1.18197 0.255
C -2.90673 -0.64961 -0.04288 -1.035
C -2.01781 -0.24574 -1.02410 -0.566
C -3.83219 -0.49633 2.26441 0.695
F -3.32975 -1.59103 2.87248 -0.160
F -5.04006 -0.85426 1.79586 -0.296
F -4.03599 0.41228 3.22967 -0.305
H -3.70964 3.54167 -4.18840 0.449
H -2.70075 2.04086 -2.51564 0.337
H 1.16362 2.76768 -4.22234 0.381
H 0.15357 4.29166 -5.86227 0.403
H 2.61815 0.75628 -0.64856 0.379
H 4.06232 2.20517 0.72357 0.447
H 1.54443 5.55785 -0.13866 0.452
H 0.08441 4.11330 -1.49099 0.503
H -0.50571 2.28512 0.63830 0.407
H -2.08217 1.56967 2.37937 0.475
H -3.56266 -1.49335 -0.22184 0.445
H -1.96019 -0.81202 -1.94714 0.496
```

---

# 3
A single C4H4O4 molecule in a non-equilibrium geometry. Source: the OMol25 dataset; level of theory: ωB97M-V/def2-TZVPD.

For the total energy, the calculation gives -12400.063 eV. The HOMO energy is -8.202 eV. The lowest unoccupied orbital energy comes out at 0.343 eV. The value obtained for the relative energy (zero: lowest compared OMol25 entry of this formula, charge and spin) is 74.7 kcal per mole. Its HOMO-LUMO gap is 8.5455 eV.

```
12
Properties=species:S:1:pos:R:3:mulliken_charge:R:1
C -1.21167 1.30321 0.63239 -0.872
C -0.18575 0.24587 0.38388 0.215
O 0.86471 -0.07321 1.24857 -0.339
C 1.66706 -1.01295 0.68945 0.591
O 2.62419 -1.74755 1.08831 -0.549
O 1.22992 -1.04418 -0.69196 -0.336
C 0.00735 -0.51065 -0.80449 0.605
O -0.71923 -0.64365 -1.88100 -0.468
H -1.40904 1.73614 -0.60581 0.254
H -0.67268 2.02901 1.41111 0.250
H -1.94773 0.73462 1.12796 0.298
H -0.24711 -1.01667 -2.59840 0.349
```

---

total energy of number 1 (C42H35N4OsP2)? -71097.505 eV

---

Which of these has the lowest total energy? C36H23AuF13NO6PS